Here is a structure of composition C47H41BaBrN10O7SSi from the OMol25 dataset. Energies are from the ωB97M-V functional and the def2-TZVPD basis.

As for the total charge: -2. Its HOMO energy is -0.0862 Ha. The orbital gap is 5.71 eV. The energy relative to the best compared isomer or geometry (same formula, charge and spin) is 39.1 kJ/mol. The total energy is -6177.22083 Eh. As for the multiplicity: 1.

Each line ends with the Mulliken charge.
Geometry (Å):
Ba (-1.620, 0.268, -0.840)  0.758
O (1.944, 1.932, -6.417)  -0.651
C (1.303, 1.844, -5.404)  0.271
C (1.843, 1.326, -4.066)  -0.054
O (3.033, 1.167, -3.760)  -0.891
C (0.751, 1.060, -3.135)  0.235
C (-0.470, 1.521, -3.730)  0.378
O (-1.623, 1.477, -3.127)  -0.872
C (-0.192, 2.140, -5.102)  0.048
O (-0.907, 2.888, -5.715)  -0.696
O (0.856, 0.579, -1.967)  0.375
C (-5.310, 1.498, 2.668)  -1.526
Si (-3.459, 0.925, 2.562)  0.537
C (-2.837, 0.783, 4.307)  -1.195
C (-3.291, -0.856, 1.944)  -0.074
N (-2.480, 1.811, 1.481)  0.740
C (-2.247, 3.109, 1.734)  -0.351
C (-2.671, 3.863, 2.906)  -0.369
C (-2.213, 5.109, 3.175)  -1.046
C (-1.358, 5.754, 2.301)  -0.596
C (-0.996, 5.170, 1.073)  -0.582
C (-1.422, 3.850, 0.845)  0.267
O (-1.042, 3.132, -0.250)  0.841
C (-0.062, 3.623, -1.128)  -0.125
C (-0.485, 4.222, -2.285)  -0.319
C (0.472, 4.755, -3.160)  -0.474
C (1.810, 4.615, -2.932)  -0.423
C (2.268, 3.959, -1.810)  -0.132
C (1.340, 3.503, -0.870)  -0.471
H (-5.974, 0.848, 2.188)  0.460
H (-5.518, 2.446, 2.169)  0.376
H (-5.616, 1.685, 3.675)  0.433
H (-2.501, 1.730, 4.807)  0.354
H (-2.019, 0.075, 4.407)  0.210
H (-3.627, 0.423, 4.951)  0.411
H (-4.004, -1.512, 2.449)  0.565
H (-2.248, -1.165, 2.096)  0.107
H (-3.418, -0.971, 0.859)  -0.845
H (-3.451, 3.357, 3.525)  0.142
H (-2.551, 5.615, 4.089)  0.337
H (-0.965, 6.744, 2.528)  0.314
H (-0.360, 5.813, 0.390)  0.232
H (-1.563, 4.204, -2.522)  0.354
H (0.193, 5.270, -4.119)  0.237
H (2.465, 4.830, -3.736)  0.414
H (3.380, 3.778, -1.615)  0.150
H (1.542, 3.024, 0.060)  0.689
C (4.909, -3.122, 3.202)  -1.695
C (4.812, -3.424, 1.765)  0.711
C (4.905, -2.455, 0.812)  -0.624
C (4.682, -2.726, -0.542)  -0.303
C (4.375, -4.023, -0.955)  0.307
C (4.145, -5.019, -0.020)  -0.656
C (4.392, -4.700, 1.352)  -0.413
S (4.432, -4.388, -2.722)  0.430
C (3.212, -3.380, -3.483)  -0.520
O (3.959, -5.802, -2.766)  -0.678
H (5.718, -2.455, 3.453)  0.474
H (5.144, -3.945, 3.831)  0.481
H (4.035, -2.664, 3.588)  0.204
H (5.273, -1.495, 1.119)  0.417
H (4.881, -1.983, -1.305)  0.562
H (3.801, -6.000, -0.366)  0.455
H (4.160, -5.521, 2.041)  0.269
H (2.248, -3.649, -3.210)  0.320
H (3.320, -3.310, -4.575)  0.370
H (3.342, -2.349, -3.128)  -0.007
N (4.639, 0.831, -1.290)  0.001
C (4.263, 1.110, -0.007)  -0.042
C (3.030, 0.590, 0.481)  0.758
N (2.624, 0.780, 1.732)  0.026
C (3.392, 1.540, 2.522)  -0.584
C (4.601, 2.073, 2.048)  -0.580
N (5.043, 1.864, 0.775)  -0.769
H (3.923, 0.662, -2.007)  0.041
H (5.525, 1.242, -1.539)  0.274
H (2.468, -0.075, -0.132)  0.172
H (3.068, 1.692, 3.568)  0.409
H (5.121, 2.740, 2.749)  0.356
N (1.190, -0.522, 5.311)  -0.652
C (1.026, -0.987, 4.278)  -0.312
C (0.830, -1.609, 2.988)  0.320
C (1.394, -2.857, 2.680)  -0.352
C (1.385, -3.298, 1.363)  -1.102
C (0.792, -2.478, 0.428)  -0.958
N (0.258, -1.310, 0.724)  1.214
C (0.180, -0.878, 1.960)  -0.861
H (1.889, -3.434, 3.469)  0.671
H (1.858, -4.242, 1.059)  0.643
H (0.769, -2.780, -0.638)  0.604
H (-0.320, 0.061, 2.153)  1.047
N (-1.966, -2.477, -1.394)  -0.400
C (-2.418, -3.459, -1.035)  0.274
C (-3.017, -4.667, -0.654)  0.293
C (-4.200, -5.116, -1.320)  0.080
N (-5.171, -5.286, -2.016)  -0.684
C (-2.422, -5.539, 0.273)  0.111
N (-1.875, -6.241, 1.018)  -0.597
Br (-7.996, 1.274, -3.853)  -0.219
C (-6.836, 0.175, -2.774)  -0.122
C (-7.125, -1.169, -2.560)  -0.153
C (-6.294, -1.874, -1.672)  -1.052
C (-5.260, -1.239, -1.098)  0.023
N (-4.874, 0.032, -1.410)  0.124
C (-5.659, 0.682, -2.221)  -0.155
H (-7.919, -1.625, -3.173)  0.396
H (-6.343, -2.936, -1.498)  0.397
H (-4.609, -1.769, -0.440)  0.270
H (-5.413, 1.710, -2.434)  0.445